Formula: C45H109N3O33S11
Source: the OMol25 dataset
Level of theory: the ωB97M-V functional and the def2-TZVPD basis

**Lowest unoccupied orbital energy**: 0.16 eV
**Spin multiplicity**: 1
**Strongest force on any atom**: 4.42 eV Å⁻¹
**E**: -8807.0399 Eh
**HOMO-LUMO gap**: 10.76 eV

CARTESIAN COORDINATES (ANGSTROEM)
1 H -5.3058 3.5250 0.8939
2 S 2.6116 -0.9491 6.4786
3 H -0.6793 -5.6247 -2.9852
4 O -0.6254 -2.8221 -7.8594
5 C 4.4244 0.1359 2.8517
6 H -4.4527 2.0278 2.1884
7 H 2.9365 -2.6361 -7.0278
8 H 1.7313 -4.3986 3.0350
9 H 1.2430 3.0566 -0.3142
10 H -1.3901 4.3630 -5.5619
11 O -3.6371 4.2537 -1.9194
12 O 2.0695 -3.0734 -1.9818
13 H -4.4675 -1.8104 5.7900
14 C -2.2676 -4.3514 -3.9373
15 C -0.8927 -4.5738 4.7345
16 H 0.5276 1.0690 -1.3902
17 S 5.8602 4.3623 1.5820
18 O -0.6641 1.3322 2.8588
19 H -0.1900 -1.2364 -5.9238
20 H -3.0279 -5.1604 -2.0689
21 H -4.0146 -3.9106 -2.7423
22 H -2.7666 -5.0206 -4.6608
23 H -0.9270 -5.6243 4.3401
24 O -0.4586 5.4248 0.1983
25 H -2.3915 1.7631 0.4053
26 O -2.1964 -1.6408 -6.3285
27 H 2.7500 4.1924 4.6583
28 C -7.1437 2.8599 -0.1710
29 H 1.5760 0.9426 8.0305
30 H 0.4846 -6.0664 -0.4668
31 H 6.4436 2.0826 1.7008
32 C 1.6030 3.9091 0.2955
33 C 1.0516 -4.6089 0.9793
34 S -3.4584 2.8860 -1.4924
35 H -1.7580 6.2194 -2.1711
36 C -1.3917 6.9023 -1.4051
37 H 4.9854 -1.4040 6.7802
38 H 3.7054 2.7198 -1.8650
39 H -4.1421 -1.5085 -3.2924
40 O 1.1778 5.9608 1.8486
41 H 1.7895 1.4846 -3.4586
42 H -4.4487 1.3818 4.6087
43 H 0.0579 3.0082 7.1731
44 O -2.9623 -3.6701 -7.4724
45 H -2.1492 -3.3130 -4.3201
46 H 2.4080 -1.5318 -4.6116
47 H 1.3676 -4.0914 0.0494
48 H 2.6208 3.0300 -3.9311
49 S -2.7240 -0.1788 5.9477
50 N -6.1850 -0.1942 0.4913
51 O -1.7933 -3.5725 2.7505
52 C -4.2976 -0.9273 6.3680
53 N 4.5997 -4.9648 1.6769
54 C -0.8033 -4.7914 -3.6696
55 C -2.0164 -3.7530 4.2002
56 H 4.8212 -4.1739 -1.8431
57 C -5.6387 3.4093 -0.1581
58 H 3.8164 2.9799 5.0020
59 C 0.5247 -0.9679 2.8981
60 C -1.4949 -0.0396 -4.6916
61 H 4.5870 0.1486 5.9376
62 H 0.1201 -6.5750 1.1289
63 H -2.4798 -3.5093 -1.9405
64 H 1.8081 -6.6000 0.5355
65 H -4.6597 0.2184 2.3036
66 O 1.9887 -1.4609 7.6200
67 O 5.8712 -1.4803 1.4739
68 H -5.1014 -0.0988 -2.9220
69 H -2.5672 3.5894 0.7181
70 H -2.0506 -2.7482 4.5858
71 O -3.0696 1.8176 -2.4078
72 H 7.1253 3.1031 3.0680
73 C 1.9718 2.2135 -4.2645
74 C 4.0901 1.4025 -0.1739
75 H 5.4315 0.5062 3.1780
76 C -0.0183 -5.0796 -4.8173
77 H -0.8902 -1.4896 -0.2598
78 H -7.0967 1.8431 0.1920
79 O 5.3290 4.0876 0.2990
80 H 0.3785 7.2796 -0.3092
81 H 0.6673 2.6112 5.5014
82 O 6.4513 5.6054 1.8536
83 O 5.1846 0.5630 0.3326
84 H -6.5270 -1.8332 -3.8070
85 H 4.2260 -1.7756 -6.1611
86 H 0.2455 -0.6886 3.8962
87 O -2.5593 1.0854 6.5693
88 H 4.5433 5.7953 3.7554
89 H -2.1980 7.2444 -0.7111
90 H -2.3107 0.6977 -4.7610
91 H 2.1955 4.6070 -0.2874
92 H 1.5844 -1.1818 2.7856
93 H 2.5090 2.2571 -6.3120
94 O 0.6175 2.6835 -4.7207
95 H -5.5166 4.3689 -0.5979
96 O -0.7338 0.1144 0.9416
97 H -1.9363 2.8453 -4.6000
98 H -6.1180 -2.9137 -2.5326
99 C -4.0320 1.0967 2.4992
100 H -4.0038 -1.9621 -0.7712
101 C -3.0013 -4.2265 -2.5920
102 H -4.0188 -5.3201 0.9529
103 H -0.5908 0.4060 -4.2941
104 S 4.7342 -0.6267 1.3028
105 O 2.0732 0.4748 5.9972
106 H -5.0793 -0.1859 6.3773
107 H 5.3328 2.6915 -1.4785
108 H -3.6279 -1.1485 -8.6795
109 C -0.1530 -0.6986 -0.1495
110 H -0.2433 -3.9948 -3.1013
111 S 3.3327 -2.4589 -2.2863
112 C -4.4091 -1.0283 -1.1824
113 H -7.0303 -1.4191 -2.1560
114 H 4.4616 0.0243 7.7379
115 O 0.7634 5.0387 -3.9948
116 H -1.0198 0.5095 -1.7036
117 H 7.8385 3.3306 1.4714
118 C 4.6942 -3.1636 -1.4564
119 C 2.6050 1.5448 -5.4940
120 S -1.9970 -2.5912 -7.6054
121 H 3.9222 2.1465 0.5883
122 H -2.2332 -5.4895 0.6726
123 O -4.0910 -3.1683 2.4824
124 H -7.4657 2.8148 -1.2227
125 C 4.4692 2.0230 -1.5791
126 C 0.8581 -6.0468 0.5484
127 C -5.4074 -0.5689 -0.2283
128 O 2.5857 -1.6322 5.2152
129 N 0.6527 -5.4433 -5.6923
130 H 5.8560 4.6918 4.2816
131 H 3.2306 0.7577 -0.3630
132 O -0.1072 3.3693 -2.4253
133 C 6.9164 3.0695 2.0022
134 C 2.0690 -4.2283 1.9990
135 S 0.1947 0.5153 2.0857
136 H 2.2903 3.4569 1.0089
137 H 4.1532 -0.6128 3.5879
138 C -1.5478 3.8529 -4.5627
139 H 4.4963 -3.1209 -0.3992
140 C 2.7080 -2.5443 -4.7893
141 H 5.4757 -2.4167 -1.6642
142 H 4.7025 1.2442 -2.3013
143 H 0.0342 -4.0960 4.5164
144 C 4.3589 -0.4854 6.8084
145 H 0.5344 5.9852 -1.4713
146 H 1.7582 3.2302 6.7031
147 C -1.1358 -0.6929 -6.0205
148 H -1.3030 2.9816 -0.3125
149 H -1.0624 0.0361 -6.8077
150 O 3.4141 -1.0300 -2.2831
151 H 4.2410 -3.4714 -6.2130
152 H 2.2315 -3.1829 1.9290
153 H 1.8786 -3.2081 -4.6782
154 H -2.7682 -2.2817 -9.7360
155 S -2.9925 -3.6402 1.7866
156 H -4.1668 -1.2361 7.4029
157 O 3.7195 -2.9291 -3.7439
158 S -0.0014 3.8360 -3.7651
159 H -0.1388 -1.7732 2.6293
160 O -0.1775 3.9667 2.0519
161 C -2.6113 -1.5210 -8.9398
162 O 4.6643 4.0946 2.6275
163 H -3.0239 -4.1757 4.3291
164 C -0.0099 0.1175 -1.4221
165 C 1.1370 1.0899 7.0331
166 C -0.1371 6.4172 -0.7309
167 H -2.2097 4.4419 -3.9205
168 H -3.1556 0.9100 1.9152
169 C -4.9465 -1.1207 -2.5965
170 O -1.7502 -1.2004 6.1259
171 H -1.0797 7.7737 -1.9762
172 O -2.8652 0.0596 4.3404
173 C -3.5882 1.2733 3.9609
174 C 0.9130 2.5507 6.6069
175 S 0.5529 4.8446 1.2256
176 H -3.0013 2.1962 4.0916
177 O 1.4186 1.0862 1.5925
178 H -3.6291 -0.3337 -1.0098
179 H -1.8449 -0.7539 -9.1358
180 H -7.8833 3.4756 0.3863
181 O -4.8395 2.4580 -0.8382
182 C 3.5521 -2.6288 -6.1479
183 C 4.7792 4.7356 3.9470
184 H 0.8213 -1.0201 0.2218
185 H 3.6396 1.2217 -5.4390
186 C -2.3300 2.7702 0.0082
187 H 3.6572 0.8803 2.7439
188 H -1.0004 -4.6273 5.8360
189 O -2.5409 -2.9374 0.6531
190 C -3.0313 -5.2976 1.4235
191 C -6.2521 -1.8544 -2.7710
192 O 3.4799 -1.2213 0.8862
193 H 0.2733 -0.5514 -2.2347
194 H 0.1571 0.5314 7.0135
195 H -1.8565 -0.7053 -3.8760
196 C 3.7838 4.0637 4.9565
197 C 3.4427 -4.7989 1.8962
198 H -2.9314 -6.0766 2.2098
199 H 2.0295 0.6344 -5.8041
200 H 3.8517 4.4985 5.9548
201 H 0.0657 -4.2169 1.2381

Atoms 1-2, force components in eV/Å:
H 0.0 -0.3 -0.5
S 2.5 1.4 -3.4

Atomic partial charges in e from the Mulliken method, atoms 1 to 2: H 0.175; S 0.851